(1)
56
Properties=species:S:1:pos:R:3:mulliken_charge:R:1 method="wB97M-V/def2-TZVPD" smiles="CCOc1ccc(N(CC(=O)NCc2ccccc2Cl)S(=O)(=O)c2c(C)noc2C)cc1" relative_energy_kcal_mol=42.46 lumo_energy_ev=0.59 largest_force_ev_per_a=1.32 homo_lumo_gap_ev=9.18 total_energy_ha=-2251.56149
C 2.59 -6.98 0.25 -1.03
C 2.56 -6.30 -1.12 -0.42
O 2.96 -4.95 -1.07 -0.48
C 2.11 -4.00 -0.61 0.79
C 0.78 -4.21 -0.23 -0.54
C 0.01 -3.15 0.21 -0.37
C 0.53 -1.87 0.26 -0.61
N -0.27 -0.77 0.68 0.50
C -0.13 -0.34 2.06 -0.46
C 0.17 1.15 2.20 0.22
O -0.15 1.77 3.20 -0.71
N 0.84 1.68 1.17 0.40
C 1.27 3.06 1.15 -1.61
C 0.54 3.87 0.11 0.31
C -0.41 4.81 0.47 -0.43
C -1.07 5.56 -0.48 -0.66
C -0.79 5.38 -1.82 -0.45
C 0.15 4.44 -2.21 -0.47
C 0.80 3.69 -1.25 0.74
Cl 1.97 2.50 -1.75 -0.16
S -1.87 -0.80 0.17 1.45
O -1.91 -1.44 -1.11 -0.69
O -2.73 -1.30 1.21 -0.72
C -2.20 0.92 -0.07 0.64
C -2.81 1.86 0.80 0.35
C -3.25 1.66 2.20 -1.32
N -2.94 3.00 0.18 -0.73
O -2.45 2.85 -1.08 -0.01
C -2.00 1.61 -1.24 0.28
C -1.44 1.19 -2.54 -1.38
C 1.85 -1.65 -0.11 -0.31
C 2.63 -2.71 -0.54 -0.84
H 2.33 -8.03 0.15 0.35
H 3.59 -6.90 0.67 0.31
H 1.89 -6.50 0.93 0.34
H 1.57 -6.40 -1.58 0.34
H 3.29 -6.78 -1.78 0.31
H 0.34 -5.19 -0.27 0.38
H -1.01 -3.32 0.50 0.53
H -1.05 -0.57 2.62 0.43
H 0.69 -0.88 2.54 0.43
H 1.00 1.11 0.35 -0.05
H 2.35 3.10 0.96 0.36
H 1.07 3.46 2.15 0.54
H -0.64 4.95 1.52 0.39
H -1.82 6.28 -0.18 0.38
H -1.30 5.96 -2.58 0.39
H 0.37 4.28 -3.26 0.45
H -3.60 0.63 2.32 0.30
H -4.05 2.36 2.44 0.47
H -2.42 1.83 2.88 0.19
H -1.92 1.74 -3.34 0.39
H -1.58 0.12 -2.66 0.48
H -0.37 1.40 -2.57 0.12
H 2.28 -0.66 -0.07 0.47
H 3.66 -2.56 -0.83 0.43

(2)
50
Properties=species:S:1:pos:R:3:mulliken_charge:R:1 method="wB97M-V/def2-TZVPD" smiles="CCCO[C@@H]1Oc2ccc(Cl)cc2-c2ccc3c(c21)C(C)=CC(C)(C)N3" relative_energy_kcal_mol=0.00 lumo_energy_ev=0.61 largest_force_ev_per_a=3.43 homo_lumo_gap_ev=7.99 total_energy_ha=-1518.14048
C 4.03 0.63 -3.82 -1.24
C 2.72 0.85 -3.09 -0.14
C 2.62 -0.10 -1.92 -0.50
O 1.47 0.27 -1.16 -0.40
C 0.46 -0.77 -1.03 0.26
O -0.01 -1.12 -2.37 -0.58
C -1.05 -0.36 -2.85 0.04
C -1.19 -0.33 -4.26 -0.40
C -2.24 0.37 -4.86 -0.59
C -3.12 1.10 -4.05 0.16
Cl -4.36 1.98 -4.84 -0.23
C -3.02 1.00 -2.64 -1.22
C -1.99 0.26 -2.02 1.13
C -1.87 0.12 -0.58 0.61
C -2.94 0.40 0.28 -1.14
C -2.80 0.36 1.64 -1.25
C -1.62 -0.15 2.18 0.59
C -0.54 -0.53 1.38 0.33
C -0.65 -0.35 -0.03 0.21
C 0.69 -1.02 2.07 1.75
C 1.84 -1.76 1.47 -1.64
C 0.81 -0.83 3.45 -1.86
C -0.30 -0.13 4.25 1.56
C -0.05 1.41 4.30 -1.48
C -0.41 -0.77 5.64 -1.74
N -1.57 -0.28 3.55 -0.29
H 4.13 1.39 -4.66 0.35
H 4.90 0.83 -3.13 0.29
H 4.08 -0.40 -4.21 0.33
H 1.87 0.74 -3.78 0.17
H 2.75 1.86 -2.72 0.29
H 3.47 -0.06 -1.27 0.38
H 2.51 -1.18 -2.26 0.29
H 0.90 -1.67 -0.65 0.27
H -0.45 -0.78 -4.88 0.46
H -2.35 0.41 -5.96 0.35
H -3.72 1.55 -2.03 0.41
H -3.90 0.67 -0.11 0.40
H -3.66 0.64 2.24 0.33
H 1.55 -2.69 0.91 0.32
H 2.35 -1.13 0.77 0.12
H 2.59 -2.08 2.19 0.45
H 1.67 -1.20 4.00 0.25
H -0.86 1.95 4.82 0.35
H 0.91 1.60 4.81 0.41
H 0.04 1.82 3.32 0.37
H -1.37 -0.47 6.05 0.40
H -0.32 -1.86 5.58 0.42
H 0.37 -0.34 6.29 0.37
H -2.36 0.17 3.98 0.28

(3)
56
Properties=species:S:1:pos:R:3:mulliken_charge:R:1 method="wB97M-V/def2-TZVPD" multiplicity=2 relative_energy_kcal_mol=2.81 s_squared=0.753 charge=-1 lumo_energy_ev="2.44 / 2.44" largest_force_ev_per_a=0.64 homo_lumo_gap_ev="6.59 / 6.56" total_energy_ha=-3323.38599
Cu 0.32 0.08 -0.25 -0.71
O -1.84 -4.62 2.81 -0.55
C -1.21 -3.63 2.13 1.18
C -0.45 -2.67 2.79 -0.76
C 0.14 -1.68 2.02 -0.16
N -0.01 -1.69 0.71 1.12
C -0.75 -2.57 0.07 0.09
C -1.38 -3.59 0.75 -0.85
C -0.83 -2.27 -1.43 0.31
O -1.31 -3.13 -2.16 -0.77
O -0.36 -1.12 -1.76 -0.47
C 0.92 -0.47 2.53 0.33
O 1.28 -0.46 3.70 -0.77
O 1.12 0.42 1.62 -0.46
H -1.68 -4.50 3.76 0.29
H -0.33 -2.65 3.87 0.42
H -1.99 -4.31 0.23 0.58
C 6.62 -1.12 -1.10 -1.43
C 5.14 -0.85 -1.02 1.31
C 4.22 -1.88 -0.92 -0.95
C 2.87 -1.58 -0.84 -0.24
N 2.40 -0.34 -0.85 0.21
C 3.29 0.66 -0.95 -0.26
C 4.65 0.45 -1.03 -0.83
H 6.84 -2.17 -0.93 0.35
H 7.17 -0.52 -0.37 0.35
H 7.00 -0.85 -2.09 0.31
H 4.54 -2.91 -0.90 0.31
H 2.12 -2.37 -0.77 0.29
H 2.88 1.67 -0.94 0.41
H 5.32 1.30 -1.10 0.37
C -0.38 3.37 1.84 -1.06
Si -1.66 2.17 1.20 0.05
C -2.06 0.94 2.58 -1.07
C -3.23 3.18 0.93 -1.27
N -1.13 1.45 -0.26 0.27
C -1.91 1.41 -1.42 0.61
C -1.32 1.58 -2.68 -0.16
C -2.06 1.56 -3.85 -0.53
C -3.44 1.38 -3.81 -0.53
C -4.05 1.20 -2.58 -0.74
C -3.30 1.21 -1.41 -0.14
H -0.67 3.80 2.81 0.32
H -0.27 4.19 1.12 0.26
H 0.58 2.86 1.96 0.28
H -2.89 1.30 3.19 0.52
H -1.20 0.78 3.24 0.31
H -2.34 -0.04 2.16 0.14
H -3.23 4.03 1.63 0.39
H -4.14 2.60 1.10 0.31
H -3.27 3.58 -0.09 0.37
H -0.24 1.72 -2.72 0.21
H -1.56 1.69 -4.81 0.34
H -4.02 1.36 -4.73 0.35
H -5.12 1.03 -2.53 0.35
H -3.79 1.02 -0.46 0.39

(4)
56
Properties=species:S:1:pos:R:3:mulliken_charge:R:1 method="wB97M-V/def2-TZVPD" lumo_energy_ev="-0.29 / -0.29" largest_force_ev_per_a=0.54 homo_lumo_gap_ev="6.22 / 6.31" total_energy_ha=-3183.36634
Mn -0.78 -0.02 -0.95 -0.86
C 3.62 -0.37 2.93 -0.58
C 4.06 0.51 1.95 -0.63
C 3.22 0.90 0.92 -0.62
C 1.92 0.41 0.86 -0.02
C 1.49 -0.50 1.82 1.06
C 2.34 -0.88 2.86 -0.71
N 1.01 0.83 -0.19 1.35
N 1.47 1.85 -0.77 -0.81
C 0.68 2.32 -1.81 1.08
C 1.04 3.53 -2.41 -0.52
C 0.21 4.05 -3.38 -0.58
C -0.95 3.36 -3.72 -0.77
C -1.27 2.15 -3.13 0.75
C -0.45 1.57 -2.15 -0.65
H 4.29 -0.68 3.73 0.39
H 5.08 0.89 1.98 0.37
H 3.57 1.57 0.16 0.48
H 0.52 -0.94 1.73 -0.27
H 1.99 -1.60 3.59 0.41
H 1.95 4.03 -2.10 0.46
H 0.46 4.99 -3.86 0.38
H -1.61 3.77 -4.48 0.41
H -2.17 1.63 -3.45 0.48
C -1.55 -2.01 3.40 -0.98
N -1.60 -0.56 3.33 0.16
C -1.21 0.21 4.50 -1.21
C -1.60 0.01 2.08 0.22
N -1.64 -0.63 0.97 -0.57
N -1.56 1.39 2.06 0.07
C -1.90 2.12 0.93 0.40
N -2.20 3.44 1.19 -0.53
N -1.97 1.59 -0.23 -0.18
H -1.64 -2.31 4.44 0.30
H -0.62 -2.41 2.99 0.37
H -2.38 -2.45 2.85 0.37
H -1.21 -0.45 5.36 0.33
H -1.93 1.00 4.72 0.39
H -0.21 0.64 4.39 0.41
H -1.66 -1.63 1.06 0.24
H -1.54 1.88 2.93 0.19
H -1.85 3.84 2.04 0.19
H -2.12 4.06 0.40 0.26
H -2.27 2.26 -0.92 0.23
S 0.15 -2.15 -0.54 -0.37
C 0.13 -3.05 -2.04 0.47
C 0.62 -4.35 -2.16 -0.66
C 0.58 -4.99 -3.38 -0.57
C 0.07 -4.35 -4.50 -0.58
C -0.41 -3.05 -4.39 -0.58
C -0.39 -2.41 -3.16 0.07
S -0.99 -0.77 -2.98 -0.58
H 1.03 -4.85 -1.29 0.41
H 0.97 -6.00 -3.47 0.35
H 0.04 -4.85 -5.46 0.35
H -0.81 -2.54 -5.26 0.40

(5)
52
Properties=species:S:1:pos:R:3:mulliken_charge:R:1 method="wB97M-V/def2-TZVPD" smiles="Cc1ccc(CCN2C[C@@H](C(=O)NCc3ccc4c(c3)OCO4)CC2=O)cc1" relative_energy_kcal_mol=28.90 lumo_energy_ev=0.64 largest_force_ev_per_a=1.27 homo_lumo_gap_ev=8.91 total_energy_ha=-1263.25102
C -6.25 -0.71 1.63 -1.49
C -5.01 -0.95 0.84 1.00
C -4.04 -1.84 1.29 -0.80
C -2.90 -2.08 0.55 -0.22
C -2.69 -1.44 -0.67 0.49
C -1.42 -1.66 -1.44 -1.53
C -0.27 -0.84 -0.84 -0.86
N -0.58 0.56 -0.75 0.82
C -1.07 1.18 0.46 -0.74
C -0.84 2.68 0.20 0.03
C 0.55 2.99 0.75 0.32
O 0.72 3.39 1.88 -0.69
N 1.58 2.72 -0.10 -0.06
C 2.92 2.46 0.41 -1.61
C 3.05 0.97 0.61 0.57
C 2.60 0.40 1.79 -0.49
C 2.57 -0.99 1.96 -1.04
C 2.99 -1.76 0.91 1.04
C 3.44 -1.19 -0.28 0.77
C 3.47 0.17 -0.46 -0.84
O 3.79 -2.18 -1.16 -0.51
C 3.56 -3.40 -0.48 -0.36
O 3.05 -3.12 0.81 -0.51
C -0.98 2.78 -1.31 -0.94
C -0.53 1.40 -1.80 0.21
O -0.16 1.11 -2.92 -0.70
C -3.66 -0.56 -1.12 -0.31
C -4.80 -0.32 -0.38 -0.83
H -6.71 0.25 1.37 0.37
H -6.98 -1.49 1.44 0.29
H -6.04 -0.71 2.70 0.38
H -4.18 -2.34 2.23 0.38
H -2.16 -2.77 0.92 0.44
H -1.56 -1.34 -2.48 0.43
H -1.14 -2.71 -1.43 0.48
H -0.02 -1.20 0.16 0.30
H 0.61 -0.94 -1.49 0.35
H -0.52 0.82 1.33 0.48
H -2.14 0.96 0.61 0.20
H -1.56 3.30 0.75 0.52
H 1.38 2.30 -0.99 0.29
H 3.65 2.84 -0.31 0.43
H 3.01 3.00 1.35 0.50
H 2.27 1.04 2.59 0.48
H 2.23 -1.43 2.88 0.46
H 3.81 0.60 -1.39 0.43
H 2.84 -4.00 -1.04 0.29
H 4.51 -3.95 -0.39 0.28
H -0.41 3.58 -1.77 0.39
H -2.03 2.91 -1.60 0.35
H -3.52 -0.05 -2.07 0.40
H -5.54 0.38 -0.75 0.35